{"formula": "C32H48FN14O8S2", "method": "ωB97M-V/def2-TZVPD", "symbols": ["C", "C", "O", "O", "C", "C", "C", "C", "S", "O", "O", "N", "S", "O", "O", "C", "O", "N", "C", "O", "F", "H", "H", "H", "H", "H", "H", "H", "H", "H", "H", "H", "H", "C", "C", "N", "H", "H", "H", "C", "C", "N", "H", "H", "H", "C", "C", "N", "H", "H", "H", "C", "C", "N", "H", "H", "H", "C", "C", "N", "H", "H", "H", "C", "C", "N", "H", "H", "H", "C", "C", "N", "H", "H", "H", "C", "C", "N", "H", "H", "H", "C", "C", "N", "H", "H", "H", "C", "C", "N", "H", "H", "H", "C", "C", "N", "H", "H", "H", "C", "C", "N", "H", "H", "H"], "positions_angstrom": [[3.2052, 1.1152, -0.1477], [2.9231, 0.6947, -1.5524], [2.7170, 1.4697, -2.4571], [2.9699, -0.6462, -1.7838], [1.7849, -1.3392, -1.3078], [0.6884, -1.3276, -2.3566], [-0.6665, -1.5323, -1.6575], [-1.1479, -0.2228, -1.0336], [-2.0937, -0.5637, 0.4293], [-3.3780, -1.0266, -0.0483], [-1.3484, -1.5044, 1.2208], [-2.2201, 0.7803, 1.3064], [-2.5029, 2.1362, 0.6075], [-3.1050, 3.0433, 1.5511], [-3.2175, 2.0344, -0.6429], [-0.8277, 2.8336, 0.2304], [0.1002, 2.5433, 0.9157], [-0.6776, 3.7583, -0.8379], [-1.4039, 3.5809, -2.0333], [-2.3975, 4.1102, -2.3460], [-0.7237, 2.7942, -2.8797], [2.8618, 2.1313, -0.0001], [2.7701, 0.4413, 0.5838], [4.2862, 1.0822, -0.0107], [2.0957, -2.3530, -1.0831], [1.4366, -0.8914, -0.3774], [0.6810, -0.3872, -2.9019], [0.8395, -2.1649, -3.0313], [-1.4064, -1.9082, -2.3536], [-0.5100, -2.2616, -0.8640], [-0.3232, 0.4576, -0.8308], [-1.8372, 0.2691, -1.7137], [0.3270, 3.7260, -1.0435], [-1.2657, 1.8476, 4.4366], [0.1400, 1.8525, 4.0796], [1.2422, 1.8612, 3.7604], [-1.3901, 2.2505, 5.4420], [-1.8278, 2.4479, 3.7252], [-1.6481, 0.8296, 4.4071], [1.9868, 6.8531, -2.0837], [2.1378, 5.6451, -1.2912], [2.2563, 4.6866, -0.6704], [2.7129, 7.5969, -1.7623], [2.1484, 6.6253, -3.1353], [0.9830, 7.2534, -1.9539], [-3.1911, -4.7168, -1.3799], [-2.0452, -4.5351, -2.2535], [-1.1103, -4.3930, -2.9047], [-3.6859, -3.7578, -1.2260], [-3.8893, -5.4233, -1.8243], [-2.8564, -5.0927, -0.4155], [3.5224, -5.1293, 1.0850], [3.1361, -3.7392, 1.2520], [2.7802, -2.6555, 1.3864], [3.9394, -5.4761, 2.0277], [2.6450, -5.7233, 0.8361], [4.2639, -5.2374, 0.2958], [-2.7931, 4.7089, 6.9034], [-2.5961, 3.6259, 7.8542], [-2.4395, 2.7735, 8.6082], [-2.1865, 5.5646, 7.1907], [-2.5040, 4.3970, 5.9027], [-3.8411, 5.0005, 6.8920], [2.6476, -4.0203, 5.3613], [3.3627, -5.1413, 4.7759], [3.9417, -5.9779, 4.2415], [2.6517, -3.1874, 4.6594], [1.6169, -4.3077, 5.5638], [3.1234, -3.7058, 6.2869], [-3.1994, 6.8604, 1.0991], [-2.6978, 6.6101, 2.4409], [-2.3216, 6.4131, 3.5074], [-2.8249, 7.8173, 0.7407], [-2.8789, 6.0665, 0.4254], [-4.2867, 6.8842, 1.1190], [2.9422, 0.1513, -5.6028], [1.8531, -0.8067, -5.5548], [0.9794, -1.5516, -5.5180], [2.9890, 0.5859, -6.5995], [2.7825, 0.9349, -4.8621], [3.8856, -0.3472, -5.3914], [1.1966, -1.7845, 8.8742], [2.5118, -1.8673, 8.2609], [3.5444, -1.9352, 7.7633], [0.7451, -0.8214, 8.6451], [0.5586, -2.5766, 8.4872], [1.2851, -1.8916, 9.9531], [0.1731, -5.8199, -5.7098], [1.5590, -5.9575, -6.1262], [2.6493, -6.0658, -6.4719], [0.1104, -5.2992, -4.7554], [-0.3745, -5.2478, -6.4561], [-0.2795, -6.8049, -5.6111], [-6.1245, 0.6959, 0.4179], [-7.3034, -0.1451, 0.5308], [-8.2425, -0.8022, 0.6212], [-6.1467, 1.2506, -0.5173], [-6.0995, 1.4008, 1.2482], [-5.2086, 0.1001, 0.4508], [2.3011, -2.1921, -8.9042], [3.5401, -1.4374, -8.8018], [4.5126, -0.8365, -8.6918], [2.2000, -2.8448, -8.0388], [1.4544, -1.5094, -8.9297], [2.3093, -2.7929, -9.8115]], "forces_ev_per_a": [[0.020, 0.094, 0.040], [-0.186, 0.266, -0.323], [0.178, -0.241, 0.139], [-0.143, -0.093, 0.001], [0.085, 0.188, -0.278], [-0.505, -0.467, 0.467], [0.589, 0.346, 0.092], [-0.228, -0.078, -0.521], [0.094, -0.169, 0.337], [-0.286, -0.060, -0.083], [0.189, -0.159, 0.274], [0.317, -0.050, -0.208], [-1.397, -0.088, 0.187], [0.550, 0.497, 0.366], [0.448, 0.005, -0.578], [-0.284, 0.285, 0.121], [0.155, -0.052, 0.111], [0.303, -1.017, -0.111], [0.258, 0.292, 0.453], [-0.730, 0.428, -0.382], [0.150, -0.221, -0.232], [-0.054, 0.105, 0.121], [-0.054, -0.043, 0.064], [0.095, -0.025, 0.005], [0.045, -0.022, 0.036], [0.091, 0.043, 0.139], [0.115, 0.024, -0.192], [0.089, 0.197, -0.315], [-0.055, -0.027, -0.006], [-0.195, -0.209, -0.016], [0.108, -0.041, 0.340], [-0.010, 0.197, -0.009], [-0.104, 0.267, 0.133], [-0.158, -0.007, 0.141], [0.247, -0.009, -0.249], [0.079, -0.009, 0.212], [-0.008, -0.039, 0.009], [-0.072, 0.018, -0.100], [-0.032, -0.007, -0.057], [-0.024, 0.100, -0.058], [0.097, -0.205, 0.131], [0.034, 0.126, -0.107], [0.000, 0.021, -0.006], [0.000, 0.010, -0.014], [-0.006, 0.016, -0.009], [-0.147, 0.143, 0.042], [0.306, -0.080, -0.028], [-0.140, -0.203, -0.062], [0.007, 0.031, 0.050], [-0.019, 0.003, 0.007], [0.005, 0.011, 0.022], [0.128, -0.078, 0.051], [-0.233, 0.220, -0.096], [0.185, -0.058, 0.138], [0.018, -0.182, -0.074], [-0.001, -0.019, 0.011], [-0.014, 0.067, -0.022], [-0.023, 0.075, -0.058], [0.042, -0.194, 0.152], [-0.003, 0.071, -0.076], [0.007, 0.031, -0.030], [0.005, 0.027, -0.054], [-0.006, 0.019, -0.026], [-0.113, -0.003, 0.093], [0.181, -0.033, -0.326], [-0.091, -0.022, 0.265], [-0.005, 0.020, -0.006], [-0.016, 0.011, -0.018], [0.039, -0.005, -0.058], [0.015, -0.059, -0.109], [0.044, -0.138, 0.239], [-0.025, 0.065, -0.026], [-0.007, 0.008, -0.027], [-0.005, -0.039, 0.026], [-0.018, -0.008, -0.028], [0.102, 0.205, -0.014], [-0.203, -0.128, 0.045], [0.084, -0.034, -0.275], [0.074, 0.017, -0.010], [-0.018, -0.082, 0.084], [0.010, -0.011, 0.004], [-0.089, 0.050, 0.042], [0.223, 0.033, -0.114], [-0.082, 0.001, 0.153], [-0.029, 0.011, 0.004], [-0.021, 0.000, -0.001], [-0.021, 0.004, 0.014], [-0.065, 0.034, 0.072], [0.226, -0.004, -0.113], [-0.088, 0.010, 0.014], [-0.024, 0.032, -0.013], [-0.027, 0.028, 0.017], [-0.012, -0.007, 0.006], [0.246, 0.088, 0.128], [-0.200, -0.180, 0.011], [0.080, 0.058, -0.014], [0.047, 0.010, -0.012], [0.000, 0.050, -0.031], [-0.112, -0.012, -0.099], [-0.067, -0.102, -0.008], [0.175, 0.118, 0.109], [-0.081, -0.028, -0.064], [-0.022, -0.006, 0.011], [-0.021, -0.004, 0.021], [-0.010, -0.015, -0.003]], "mulliken_charge": [-0.76, 0.74, -0.53, -0.47, -0.65, -0.36, -1.41, 0.01, 1.34, -0.84, -0.76, -0.27, 1.10, -0.70, -0.60, -0.09, -0.54, 0.27, 0.58, -0.45, -0.21, 0.10, 0.30, 0.39, 0.36, 0.32, 0.18, 0.30, 0.43, 0.40, -0.22, 0.64, 0.00, -0.05, 0.36, -0.52, 0.01, -0.06, 0.27, -0.93, 0.57, -0.46, 0.32, 0.28, 0.27, -0.79, 0.43, -0.41, 0.17, 0.35, 0.26, -0.82, 0.46, -0.39, 0.26, 0.26, 0.29, -0.49, 0.30, -0.40, 0.25, 0.09, 0.27, -0.54, 0.39, -0.54, 0.28, 0.27, 0.10, -0.53, 0.39, -0.43, 0.31, 0.04, 0.25, -0.81, 0.58, -0.50, 0.38, 0.17, 0.25, -0.74, 0.42, -0.45, 0.26, 0.27, 0.28, -0.39, 0.31, -0.44, 0.03, 0.25, 0.31, -0.14, 0.19, -0.45, 0.27, 0.27, -0.08, -0.68, 0.39, -0.45, 0.16, 0.27, 0.33], "orbital_gap_ev": 9.019, "charge": -1}

{"formula": "C2H11NO4", "method": "ωB97M-V/def2-TZVPD", "symbols": ["N", "C", "C", "O", "H", "H", "H", "H", "H", "O", "H", "H", "O", "H", "H", "O", "H", "H"], "positions_angstrom": [[0.6119, -1.3405, 0.4871], [0.6932, -1.3158, -1.0148], [0.2982, 0.0802, -1.3715], [1.0191, 0.8507, -1.9485], [1.2339, -0.6195, 0.8435], [0.9855, -2.2363, 0.8045], [1.7115, -1.5134, -1.3366], [0.0374, -2.0985, -1.3742], [-0.6552, 0.4296, -0.9552], [2.1124, 1.7674, 0.6049], [3.0391, 1.9712, 0.4525], [1.7202, 1.7452, -0.2810], [-2.8081, -0.4027, -0.5894], [-2.3763, -0.7016, 0.2178], [-3.7229, -0.6745, -0.4763], [-1.5710, 1.0784, 1.9225], [-1.6951, 1.9507, 2.3014], [-0.6337, 1.0294, 1.7133]], "forces_ev_per_a": [[0.043, -0.214, -0.602], [0.521, -0.259, 1.536], [-0.468, -0.038, 0.081], [0.406, 0.257, -0.398], [0.100, -0.087, 0.074], [-0.216, 0.334, 0.021], [0.105, 0.065, -0.432], [-0.341, 0.110, -0.322], [-0.236, -0.100, -0.038], [-0.197, -0.107, -0.065], [0.035, 0.009, 0.041], [0.153, 0.109, 0.062], [-0.056, -0.234, -0.100], [0.135, 0.169, 0.182], [-0.060, 0.050, -0.067], [-0.005, -0.151, -0.014], [-0.025, 0.125, 0.023], [0.104, -0.038, 0.018]], "nbo_charge": [-0.84, -0.34, 0.44, -0.56, 0.37, 0.37, 0.19, 0.22, 0.15, -0.97, 0.48, 0.49, -0.95, 0.48, 0.47, -0.95, 0.47, 0.48], "orbital_gap_ev": 10.834}

{"formula": "C8H12NS", "method": "ωB97M-V/def2-TZVPD", "symbols": ["C", "C", "C", "C", "C", "C", "C", "C", "N", "S", "H", "H", "H", "H", "H", "H", "H", "H", "H", "H", "H", "H"], "positions_angstrom": [[2.8892, 0.5226, -0.4241], [2.2200, 0.0315, -1.5280], [2.4116, 0.5359, 0.8425], [0.9217, -0.4285, -1.3896], [1.1452, 0.0048, 1.0360], [0.3656, -0.3471, -0.0973], [-2.0274, 1.3077, -0.6643], [-1.0927, -0.6451, -0.0233], [-1.5013, -0.7814, 1.5396], [-1.7719, -2.0204, -0.7405], [3.8146, 1.0377, -0.5724], [2.7381, 0.0942, -2.5949], [2.9356, 0.9389, 1.7614], [0.2074, -0.7057, -2.0771], [0.6692, 0.1649, 1.9566], [-2.8877, 0.8689, -1.0751], [-2.2258, 1.8577, 0.2216], [-1.1785, 1.5593, -1.1857], [-1.4634, 0.1585, 1.9993], [-0.7030, -1.2418, 2.0533], [-2.2741, -1.3571, 1.6228], [-3.1923, -1.5555, -0.6609]], "forces_ev_per_a": [[1.567, 0.847, -0.836], [0.560, -0.079, -2.956], [-0.702, -0.390, 2.327], [0.920, 1.117, 2.921], [-0.899, 0.553, -2.152], [0.445, -0.889, 0.275], [0.534, -3.759, 2.509], [-1.026, 3.914, 2.365], [4.712, 2.461, 0.082], [-2.959, -0.584, -1.321], [0.630, -0.086, -0.306], [-1.227, -0.212, 2.527], [-0.354, -0.438, -1.573], [-0.653, -0.635, -2.290], [-0.317, -0.072, 1.375], [-0.824, -0.177, -1.077], [0.026, 0.479, 0.739], [1.384, 0.730, -1.534], [-1.145, -0.897, -0.470], [-0.824, -0.116, -0.820], [-2.396, -0.867, 0.478], [2.548, -0.900, -0.264]], "nbo_charge": [-0.21, -0.16, -0.17, -0.20, -0.23, -0.15, -0.39, -0.07, -0.74, 0.11, 0.23, 0.25, 0.25, 0.22, 0.18, 0.20, 0.19, 0.21, 0.44, 0.44, 0.44, 0.16], "orbital_gap_ev": 8.328, "charge": 1}

What F_max values result from the calculations? In sequence: 1.4, 1.6, 5.3 eV Å⁻¹.
What energy above the lowest of the compared OMol25 structures with the same formula, charge and spin values result from the calculations? In sequence: 0.00, 40.32, 73.87 kcal per mole.
What energy values result from the calculations? In sequence: -95590.9725, -11932.0090, -20805.6696 eV.